The following is a DFT calculation (wB97M-V/def2-TZVPD) of a 14-piece molecular cluster, C72H182N10O24 overall.

Geometry as XYZ:
```
288
C72H182N10O24 | OMol25 | wB97M-V/def2-TZVPD
C 1.1534 1.2297 4.2714
C 2.4224 0.5106 4.7836
C 2.4830 -0.9967 4.3394
O 3.5343 1.2283 4.3612
H 1.1040 2.2352 4.6892
H 0.1959 0.7749 4.5251
H 1.0383 1.2133 3.1876
H 2.5739 0.5572 5.8620
H 2.4054 -1.0053 3.2522
H 1.7978 -1.6739 4.8494
H 3.4695 -1.2894 4.6987
H 3.1930 1.7630 3.6406
C -4.1297 4.4651 -1.8793
C -4.1552 3.8889 -0.4770
C -3.1493 4.4743 0.4977
O -5.4199 4.1691 0.0402
H -3.2226 4.2802 -2.4547
H -4.3169 5.5368 -1.8133
H -4.9752 4.0544 -2.4312
H -4.0599 2.8046 -0.5346
H -2.1242 4.2134 0.2345
H -3.3244 4.1276 1.5161
H -3.2057 5.5448 0.6955
H -5.4112 3.7434 0.9006
C -1.0109 1.7143 -0.2421
C -0.0718 0.5015 -0.2214
C -0.7875 -0.6763 0.3878
O 0.2041 0.1633 -1.6059
H -1.2938 1.9751 0.7777
H -1.8221 1.5016 -0.9384
H -0.6108 2.6223 -0.6932
H 0.8803 0.5000 0.3092
H -0.1541 -1.5557 0.2711
H -1.6935 -0.8736 -0.1853
H -0.9920 -0.5490 1.4509
H 0.6360 0.9074 -2.0317
C -1.1381 3.4988 -3.4470
C 0.3372 3.2727 -3.7015
C 1.2418 3.7155 -2.5503
O 0.4424 1.8856 -3.8344
H -1.3492 4.5429 -3.2154
H -1.5853 2.8048 -2.7353
H -1.7417 3.2790 -4.3276
H 0.5736 3.7844 -4.6344
H 0.9812 4.7143 -2.2002
H 2.2383 3.8757 -2.9619
H 1.3405 3.0554 -1.6886
H -0.1173 1.6080 -4.5633
C -2.4107 8.6213 7.9186
O -2.7456 7.4035 7.3898
C -3.6118 6.6082 8.2268
C -4.0249 5.3712 7.4121
N -2.7651 4.7012 6.9539
C -3.1792 3.3399 6.5311
C -1.9791 2.5712 5.9020
O -1.9271 2.6228 4.4725
C -1.3869 3.8099 3.9337
H -1.5912 8.9673 7.2887
H -2.0145 8.4373 8.9172
H -3.2166 9.3552 7.9289
H -4.4419 7.2216 8.5772
H -3.0568 6.2982 9.1123
H -4.6543 5.6234 6.5587
H -4.5843 4.7936 8.1479
H -2.2424 5.2662 6.3000
H -3.9777 3.2358 5.7964
H -3.4841 2.7545 7.3985
H -2.2325 1.5575 6.2126
H -1.0115 2.6223 6.4013
H -0.4000 4.0617 4.3221
H -2.0149 4.6896 4.0749
H -1.2940 3.6522 2.8592
C 9.0934 -1.1393 3.3980
O 8.2188 -0.2557 4.1203
C 6.8712 -0.3436 3.6569
C 6.6791 0.6988 2.4307
N 5.2673 0.6705 1.9651
C 5.0652 1.7771 1.0716
C 3.5659 2.0329 0.8159
O 2.9606 2.6670 1.9414
C 2.1216 3.6968 1.4686
H 10.1217 -0.7995 3.2742
H 8.7914 -1.1597 2.3508
H 9.1068 -2.1246 3.8641
H 6.1669 -0.0176 4.4222
H 6.5219 -1.2428 3.1494
H 7.2975 0.3673 1.5966
H 6.9269 1.7032 2.7739
H 4.6300 0.8105 2.7360
H 5.5814 1.6303 0.1228
H 5.5269 2.6964 1.4318
H 3.0099 1.1165 0.6181
H 3.4035 2.5378 -0.1363
H 1.8154 4.3320 2.2997
H 1.1877 3.3373 1.0366
H 2.5987 4.3563 0.7436
C 9.2633 -0.3617 -9.9431
O 8.9646 -0.2545 -8.5529
C 8.1789 -1.3342 -8.0360
C 7.5796 -0.9257 -6.7453
N 6.6436 0.2247 -6.8762
C 6.1852 0.6544 -5.4991
C 5.4298 -0.3988 -4.7242
O 4.7595 0.1683 -3.5982
C 3.3844 0.5496 -3.8962
H 9.6467 -1.3683 -10.1101
H 9.9627 0.4187 -10.2431
H 8.2994 -0.1755 -10.4168
H 8.8563 -2.1763 -7.8937
H 7.5044 -1.7574 -8.7804
H 8.3526 -0.6878 -6.0145
H 7.0773 -1.8584 -6.4889
H 7.3436 0.9325 -7.0469
H 5.5486 1.5155 -5.7025
H 6.9516 1.2046 -4.9533
H 6.1272 -1.1550 -4.3636
H 4.7367 -0.8878 -5.4087
H 3.3530 1.4010 -4.5761
H 2.9003 0.7380 -2.9379
H 2.7951 -0.1780 -4.4542
C 0.6333 -4.1610 1.2245
O -0.7444 -4.0221 0.8224
C -1.4328 -5.2470 0.8394
C -2.7163 -5.1662 -0.0072
N -3.6870 -6.2628 0.1548
C -4.4141 -6.1047 1.3934
C -5.4180 -7.2917 1.5340
O -6.5127 -7.1557 0.5880
C -7.5076 -8.1966 0.7347
H 0.7087 -4.4403 2.2754
H 1.0857 -3.1709 1.1673
H 1.2655 -4.6922 0.5129
H -1.5469 -5.5862 1.8689
H -0.8256 -5.9079 0.2210
H -2.4423 -5.2532 -1.0586
H -3.0895 -4.1621 0.1944
H -4.2911 -6.4269 -0.6378
H -4.9150 -5.1373 1.4301
H -3.7276 -6.1755 2.2371
H -5.6864 -7.1544 2.5815
H -4.8484 -8.2023 1.3481
H -8.3172 -8.0365 0.0226
H -7.9405 -8.3126 1.7284
H -7.0529 -9.1830 0.6428
C 0.6965 -7.9139 -2.8089
O 0.5085 -7.2111 -3.9929
C 1.3324 -6.0829 -4.2874
C 0.9336 -4.7654 -3.4921
N -0.4860 -4.4753 -3.7418
C -0.7937 -3.4363 -2.7597
C -2.1270 -2.8099 -3.1089
O -3.2031 -3.6623 -2.7065
C -4.4194 -3.1695 -3.2419
H 0.8373 -7.2475 -1.9578
H 1.4881 -8.6629 -2.8321
H -0.2023 -8.4374 -2.4832
H 1.2650 -5.8587 -5.3519
H 2.3540 -6.4297 -4.1312
H 1.5725 -3.9383 -3.8017
H 1.0419 -4.9735 -2.4276
H -0.9627 -5.3360 -3.5136
H -0.0248 -2.6879 -2.9515
H -0.7890 -3.8857 -1.7667
H -2.1381 -2.5614 -4.1701
H -2.2608 -1.8265 -2.6581
H -4.5001 -2.0885 -3.1280
H -5.2216 -3.6388 -2.6724
H -4.5419 -3.4209 -4.2954
C 0.3477 -11.2512 6.2256
O -0.5071 -10.5584 7.1854
C -1.5737 -9.8087 6.5518
C -0.8834 -8.5210 5.9039
N 0.0823 -7.7385 6.6759
C -0.6639 -6.7559 7.4981
C -0.7817 -5.3628 6.7354
O -2.0272 -5.3489 5.9773
C -2.3744 -4.1158 5.3881
H 0.8552 -12.0448 6.7740
H 1.1252 -10.6296 5.7816
H -0.3411 -11.6648 5.4890
H -2.0941 -9.4006 7.4182
H -2.1752 -10.5175 5.9828
H -1.6084 -7.9399 5.3340
H -0.3100 -8.9414 5.0777
H 0.5881 -7.2461 5.9536
H -0.0686 -6.5913 8.3962
H -1.6182 -7.2008 7.7799
H 0.0291 -5.2763 6.0120
H -0.6584 -4.4667 7.3435
H -2.3770 -3.2860 6.0948
H -3.3405 -4.3455 4.9388
H -1.6449 -3.9380 4.5979
C -9.5410 2.4000 4.0368
O -8.4514 1.6418 3.4257
C -7.8866 2.2028 2.2263
C -6.7579 1.3866 1.5383
N -5.3807 1.7696 1.9638
C -4.3594 0.8010 1.5296
C -4.4822 -0.6741 1.9236
O -4.5265 -0.7245 3.3644
C -3.2557 -0.8035 4.0271
H -10.3714 2.5506 3.3470
H -9.2742 3.4079 4.3547
H -9.9593 1.8140 4.8551
H -7.3928 3.1319 2.5107
H -8.6692 2.3197 1.4766
H -6.7393 1.5006 0.4545
H -7.0464 0.3597 1.7627
H -5.3657 1.7764 2.9736
H -3.4038 1.1249 1.9419
H -4.3041 0.8291 0.4414
H -3.6742 -1.3248 1.5891
H -5.4105 -1.1398 1.5926
H -3.4764 -0.9685 5.0816
H -2.7780 0.1760 4.0026
H -2.6188 -1.6001 3.6426
C 2.9802 8.3257 -2.9595
O 1.5836 8.1657 -2.6264
C 1.3117 7.7120 -1.3009
C -0.1399 7.2322 -1.2009
N -1.0298 8.4252 -1.1388
C -2.4094 8.0654 -1.1224
C -3.3213 9.2473 -0.6546
O -4.6754 8.7362 -0.5467
C -5.5758 9.7419 -0.0632
H 3.4201 9.1391 -2.3824
H 3.0942 8.5975 -4.0089
H 3.5328 7.3932 -2.8443
H 1.6070 8.4829 -0.5891
H 1.9152 6.8145 -1.1650
H -0.2704 6.6809 -0.2697
H -0.4934 6.6251 -2.0344
H -0.8658 9.0785 -1.8914
H -2.6203 7.1536 -0.5636
H -2.7061 7.8102 -2.1397
H -3.2952 10.0308 -1.4119
H -2.9576 9.6026 0.3095
H -5.1672 10.1758 0.8495
H -6.5581 9.4667 0.3209
H -5.6929 10.5370 -0.7996
C 1.1863 4.5879 -8.0047
O 0.5484 3.3769 -7.6452
C 1.3014 2.3483 -7.0852
C 0.4075 1.0717 -7.0116
N -0.8265 1.4573 -6.2861
C -1.6191 0.2245 -5.9625
C -2.8745 0.6702 -5.0666
O -3.6900 1.6402 -5.6686
C -4.7544 2.1075 -4.8430
H 1.8176 4.4750 -8.8861
H 1.7697 5.0004 -7.1815
H 0.4998 5.3906 -8.2741
H 1.6961 2.8048 -6.1775
H 2.1217 2.1144 -7.7637
H 0.9744 0.3189 -6.4637
H 0.1928 0.8468 -8.0564
H -1.4117 2.1834 -6.6738
H -0.9654 -0.4555 -5.4164
H -1.8611 -0.3013 -6.8861
H -2.6005 1.0579 -4.0854
H -3.3891 -0.2417 -4.7636
H -4.3471 3.0002 -4.3683
H -5.2330 1.4227 -4.1430
H -5.5729 2.4489 -5.4767
C 5.5555 -2.6376 0.8543
O 6.2710 -3.8786 0.7416
C 7.3470 -3.8520 -0.2328
C 6.9240 -3.6665 -1.6817
N 5.8349 -4.6183 -1.9670
C 5.0176 -4.3791 -3.1566
C 4.1211 -3.1749 -3.0128
O 3.2921 -3.3095 -1.8811
C 2.7147 -2.0818 -1.4755
H 4.9833 -2.4466 1.7622
H 4.8734 -2.5404 0.0097
H 6.2364 -1.7960 0.7275
H 7.9339 -4.7666 -0.1482
H 8.0559 -3.0489 -0.0314
H 7.7164 -3.9642 -2.3685
H 6.6299 -2.6172 -1.7075
H 5.2535 -4.4991 -1.1498
H 4.3419 -5.2167 -3.3296
H 5.6101 -4.3541 -4.0712
H 3.5523 -3.0843 -3.9382
H 4.7092 -2.2610 -2.9297
H 2.0223 -2.0619 -0.6339
H 2.1761 -1.5163 -2.2359
H 3.4899 -1.3951 -1.1355
```

Calculated values
Energy above the lowest of the compared OMol25 structures with the same formula, charge and spin, eV: 6.014
Calculated total energy, Eh: -5205.06513